{"formula": "C15H35AgFN5O5Pt", "method": "the ωB97M-V functional and the def2-TZVPD basis", "symbols": ["Ag", "Pt", "F", "C", "O", "N", "C", "C", "H", "H", "H", "H", "H", "H", "H", "C", "O", "N", "C", "C", "H", "H", "H", "H", "H", "H", "H", "C", "O", "N", "C", "C", "H", "H", "H", "H", "H", "H", "H", "C", "O", "N", "C", "C", "H", "H", "H", "H", "H", "H", "H", "C", "O", "N", "C", "C", "H", "H", "H", "H", "H", "H", "H"], "positions_angstrom": [[3.392, -0.159, -2.120], [1.709, -2.668, -0.265], [1.221, -0.601, -0.826], [2.924, -1.213, 2.592], [2.575, -2.031, 1.737], [2.116, -0.166, 3.019], [2.643, 0.564, 4.205], [0.726, 0.018, 2.669], [3.813, -1.337, 3.230], [2.660, 1.640, 4.036], [3.615, 0.223, 4.561], [1.915, 0.364, 4.992], [0.393, -0.612, 1.845], [0.025, -0.135, 3.490], [0.648, 1.043, 2.305], [1.831, 4.494, 0.169], [1.321, 5.605, 0.291], [2.223, 3.615, 1.143], [2.835, 2.271, 0.885], [1.849, 3.813, 2.579], [2.097, 4.054, -0.804], [3.563, 1.878, 1.595], [3.363, 2.221, -0.067], [2.048, 1.518, 0.905], [1.496, 4.828, 2.758], [1.121, 3.064, 2.890], [2.751, 3.708, 3.181], [-0.024, -3.579, -2.966], [0.388, -3.314, -1.854], [-0.435, -2.625, -3.759], [-1.009, -3.046, -4.991], [-0.316, -1.167, -3.594], [-0.121, -4.594, -3.384], [-1.798, -3.769, -4.785], [-0.194, -3.514, -5.544], [-1.540, -2.245, -5.506], [0.716, -0.910, -3.831], [-0.952, -0.540, -4.219], [-0.565, -0.884, -2.571], [-0.448, 2.224, -2.339], [-0.368, 2.834, -3.395], [-1.496, 2.377, -1.550], [-1.325, 1.872, -0.250], [-2.694, 3.061, -1.858], [0.329, 1.518, -2.006], [-2.225, 1.431, 0.178], [-0.885, 2.587, 0.445], [-0.623, 1.043, -0.161], [-2.903, 3.875, -1.163], [-2.678, 3.423, -2.886], [-3.544, 2.385, -1.761], [-1.177, -3.330, 0.916], [-0.209, -2.603, 0.826], [-2.474, -2.908, 1.061], [-3.622, -3.899, 1.093], [-2.875, -1.489, 1.143], [-1.108, -4.428, 0.882], [-3.407, -4.956, 1.246], [-3.971, -3.775, 0.068], [-4.439, -3.568, 1.735], [-3.273, -1.067, 0.220], [-3.590, -1.416, 1.962], [-2.015, -1.004, 1.605]], "lowdin_charge": [0.37, 1.18, -0.64, -0.24, -0.14, -0.15, -0.02, -0.05, 0.15, 0.06, 0.09, 0.10, 0.05, 0.10, 0.06, -0.34, 0.02, -0.15, -0.06, -0.04, 0.13, 0.08, 0.06, 0.04, 0.09, 0.06, 0.08, -0.31, -0.16, -0.16, -0.05, -0.01, 0.16, 0.10, 0.11, 0.10, 0.08, 0.10, 0.07, -0.36, 0.01, -0.20, -0.09, -0.04, 0.11, 0.08, 0.09, 0.06, 0.10, 0.10, 0.09, -0.28, -0.14, -0.15, -0.01, -0.02, 0.15, 0.09, 0.09, 0.09, 0.10, 0.09, 0.08], "total_charge": 1, "s2": 3.76, "total_energy_ha": -1608.240761, "orbital_gap_ev": [5.30, 6.48], "multiplicity": 4, "lumo_ev": [-3.5, -4.7]}

***

{"formula": "C22H26Cl3GeN2O5SSiZn", "method": "the ωB97M-V functional and the def2-TZVPD basis", "symbols": ["Zn", "O", "C", "C", "C", "C", "C", "C", "N", "H", "H", "H", "H", "H", "H", "H", "O", "S", "O", "O", "O", "N", "C", "C", "C", "C", "C", "C", "C", "C", "C", "C", "C", "C", "C", "H", "H", "H", "H", "H", "H", "H", "H", "H", "H", "Cl", "Ge", "Cl", "Cl", "C", "Si", "C", "C", "H", "H", "H", "H", "H", "H", "H", "H", "H"], "positions_angstrom": [[1.172, 0.420, 0.071], [1.099, -0.596, 1.873], [2.361, -1.260, 2.064], [3.424, -0.477, 1.353], [4.653, -0.172, 1.950], [5.643, 0.526, 1.288], [5.397, 1.077, -0.077], [3.906, 0.921, -0.491], [3.090, -0.101, 0.097], [0.402, -1.137, 2.355], [2.278, -2.275, 1.658], [2.575, -1.333, 3.131], [4.820, -0.521, 2.963], [6.590, 0.739, 1.774], [6.125, 0.717, -0.815], [3.809, 0.888, -1.579], [-1.915, -1.750, -0.691], [-1.253, -0.843, -1.768], [-1.369, -1.450, -3.057], [0.132, -0.650, -1.344], [-2.039, 0.419, -1.640], [0.611, 2.249, -0.117], [1.262, 3.248, -0.512], [0.533, 4.562, -0.726], [-0.823, 4.513, -1.045], [-1.558, 5.677, -1.201], [-0.950, 6.915, -1.030], [0.398, 6.976, -0.703], [1.134, 5.807, -0.559], [2.739, 3.239, -0.836], [3.241, 3.860, -1.913], [4.668, 3.795, -2.243], [5.569, 3.262, -1.416], [5.183, 2.630, -0.116], [3.654, 2.390, -0.011], [-1.292, 3.543, -1.151], [-2.610, 5.607, -1.448], [-1.524, 7.828, -1.146], [0.878, 7.937, -0.556], [2.187, 5.860, -0.308], [2.592, 4.444, -2.556], [4.992, 4.236, -3.180], [6.625, 3.281, -1.674], [5.656, 3.154, 0.722], [3.329, 2.352, 1.030], [-4.136, 2.652, -1.189], [-3.463, 0.705, -0.214], [-0.653, -2.493, 3.335], [-5.022, -0.626, -1.273], [-0.188, -3.967, -0.090], [-1.922, -3.446, -0.490], [-3.136, -3.690, 0.882], [-2.532, -4.205, -2.081], [-0.095, -5.057, -0.085], [0.072, -3.592, 0.904], [0.518, -3.563, -0.821], [-3.295, -4.754, 1.077], [-4.091, -3.234, 0.613], [-2.749, -3.228, 1.794], [-2.679, -5.281, -1.952], [-1.829, -4.034, -2.897], [-3.486, -3.753, -2.362]], "lowdin_charge": [0.71, -0.20, -0.20, -0.32, -0.09, -0.10, -0.22, -0.26, -0.02, -0.11, 0.11, 0.11, 0.09, 0.07, 0.13, 0.15, -0.38, 0.37, -0.26, -0.33, -0.55, 0.05, -0.35, -0.17, -0.04, -0.09, -0.12, -0.11, -0.06, -0.14, -0.05, -0.09, -0.08, -0.21, -0.16, 0.07, 0.08, 0.09, 0.09, 0.10, 0.11, 0.09, 0.10, 0.13, 0.15, -0.11, 0.38, -0.29, -0.13, -0.15, 0.40, -0.17, -0.17, 0.03, -0.02, 0.04, 0.03, 0.02, -0.03, 0.03, 0.02, 0.03], "total_charge": -2, "s2": 0.77, "relative_energy_kcal_mol": 24.4, "total_energy_ha": -7264.442502, "orbital_gap_ev": [5.30, 7.24], "multiplicity": 2, "lumo_ev": [4.5, 4.5]}

***

{"formula": "C4H14N2O2", "method": "the ωB97M-V functional and the def2-TZVPD basis", "symbols": ["C", "C", "O", "C", "N", "C", "N", "H", "H", "H", "H", "H", "H", "H", "H", "H", "H", "H", "H", "O", "H", "H"], "positions_angstrom": [[-1.638, 0.638, 1.204], [-1.101, 0.637, -0.213], [-1.156, 1.924, -0.815], [0.312, 0.022, -0.326], [0.307, -0.972, -1.414], [1.434, 1.076, -0.355], [2.679, 0.362, -0.511], [-1.144, 1.381, 1.795], [-2.716, 0.735, 1.354], [-1.519, -0.340, 1.679], [-1.799, -0.020, -0.737], [-0.900, 2.571, -0.151], [0.540, -0.574, 0.562], [1.300, -1.119, -1.593], [-0.153, -0.531, -2.204], [1.411, 1.719, 0.529], [1.195, 1.742, -1.186], [2.896, -0.149, 0.332], [3.500, 0.581, -1.038], [-1.064, -3.490, 1.334], [-0.683, -3.425, 0.446], [-1.701, -2.768, 1.311]], "lowdin_charge": [-0.05, -0.40, -0.04, -0.37, 0.04, -0.24, -0.01, 0.07, 0.08, 0.07, 0.14, 0.09, 0.12, 0.06, 0.07, 0.11, 0.11, 0.08, 0.07, -0.07, 0.03, 0.02], "smiles": "C[C@@H](O)[C@@H](N)CN.O", "relative_energy_kcal_mol": 25.0, "total_energy_ha": -420.765339, "orbital_gap_ev": 9.98, "lumo_ev": 0.8}

***

{"formula": "C4H30O11", "method": "the ωB97M-V functional and the def2-TZVPD basis", "symbols": ["C", "O", "H", "H", "H", "H", "C", "O", "H", "H", "H", "H", "C", "O", "H", "H", "H", "H", "C", "O", "H", "H", "H", "H", "O", "H", "H", "O", "H", "H", "O", "H", "H", "O", "H", "H", "O", "H", "H", "O", "H", "H", "O", "H", "H"], "positions_angstrom": [[-11.168, 23.195, -16.598], [-11.065, 23.687, -15.312], [-11.493, 23.974, -17.288], [-10.260, 22.773, -17.029], [-11.993, 22.488, -16.679], [-11.959, 23.864, -15.010], [-3.061, 23.683, -15.998], [-2.837, 22.722, -17.107], [-4.083, 24.047, -15.886], [-2.933, 23.176, -15.042], [-2.490, 24.608, -16.078], [-3.428, 23.126, -17.746], [-11.183, 17.930, -21.901], [-11.106, 17.793, -23.334], [-11.818, 17.185, -21.422], [-10.166, 17.974, -21.511], [-11.612, 18.923, -21.769], [-12.007, 17.936, -23.631], [-4.530, 14.997, -19.308], [-4.751, 16.274, -19.686], [-3.643, 15.019, -18.675], [-5.385, 14.417, -18.959], [-4.196, 14.597, -20.266], [-4.660, 16.877, -18.944], [-4.301, 18.270, -23.155], [-5.082, 18.398, -23.693], [-4.606, 17.756, -22.407], [-6.486, 20.509, -19.655], [-7.313, 20.323, -19.211], [-6.216, 19.668, -20.022], [-8.150, 18.939, -16.381], [-7.923, 18.091, -16.000], [-7.392, 19.495, -16.196], [-5.600, 24.882, -19.147], [-6.429, 24.539, -19.483], [-5.855, 25.605, -18.573], [-4.098, 18.951, -16.748], [-3.728, 19.668, -17.263], [-3.406, 18.290, -16.723], [-8.838, 23.566, -21.574], [-9.723, 23.537, -21.937], [-8.355, 22.902, -22.066], [-10.309, 16.506, -17.893], [-9.760, 15.785, -17.585], [-9.818, 17.296, -17.663]], "lowdin_charge": [-0.20, -0.10, 0.07, 0.08, 0.08, 0.08, -0.13, -0.13, 0.07, 0.07, 0.07, 0.05, -0.15, -0.14, 0.08, 0.08, 0.07, 0.06, -0.21, -0.11, 0.09, 0.08, 0.08, 0.07, -0.05, 0.03, 0.01, -0.05, 0.02, 0.02, -0.05, 0.03, 0.03, -0.05, 0.03, 0.03, -0.05, 0.03, 0.03, -0.05, 0.03, 0.03, -0.05, 0.03, 0.01], "smiles": "CO.CO.CO.CO.O.O.O.O.O.O.O", "relative_energy_kcal_mol": 114.3, "total_energy_ha": -997.897398, "orbital_gap_ev": 10.26, "lumo_ev": 0.0}